88
Properties=species:S:1:pos:R:3 method="wB97M-V/def2-TZVPD" homo_lumo_gap_ev=5.94 charge=-2 energy_ha=-5318.19893 homo_ha=-0.0578 largest_force_ev_per_a=1.008 e_lumo_ev=4.4
Pd 0.06 0.12 0.36
C 1.67 3.33 3.93
C 2.59 2.58 3.01
C 3.98 2.78 3.07
C 4.77 2.07 2.19
C 6.27 2.24 2.22
C 4.23 1.18 1.27
C 2.83 0.93 1.17
C 2.06 1.70 2.10
N 2.14 0.12 0.33
C 2.70 -0.77 -0.74
C 2.05 -2.15 -0.60
C 2.36 -0.25 -2.14
C 4.21 -1.05 -0.75
H 1.98 3.23 4.97
H 0.64 2.98 3.84
H 1.67 4.40 3.70
H 4.41 3.47 3.79
H 6.57 2.95 2.99
H 6.64 2.63 1.26
H 6.78 1.30 2.40
H 4.94 0.69 0.64
H 0.99 1.57 2.08
H 0.97 -2.10 -0.64
H 2.32 -2.59 0.36
H 2.39 -2.80 -1.41
H 1.28 -0.09 -2.26
H 2.69 -0.98 -2.89
H 2.87 0.69 -2.36
H 4.57 -1.43 0.21
H 4.81 -0.19 -1.05
H 4.38 -1.83 -1.50
F -1.31 -3.10 -1.63
C -2.52 -2.54 -1.63
F -3.27 -3.16 -0.71
F -3.07 -2.80 -2.84
S -2.43 -0.71 -1.34
O -3.65 -0.22 -1.93
O -1.20 -0.33 -1.99
O -2.34 -0.57 0.11
C 1.31 -0.70 4.90
C -0.21 -0.57 4.99
C -0.73 0.21 3.87
N -1.07 0.82 2.96
H 1.66 -1.29 5.74
H 1.81 0.27 4.91
H 1.58 -1.21 3.98
H -0.54 -0.10 5.92
H -0.67 -1.56 4.89
C 0.96 6.71 -2.25
C -0.25 6.04 -2.17
C -0.30 4.73 -1.74
C 0.86 4.04 -1.37
C 2.08 4.72 -1.48
C 2.13 6.04 -1.91
C 0.89 2.64 -0.92
C -0.02 1.99 -0.17
C -1.12 2.78 0.46
C -2.48 2.62 0.18
C -3.42 3.41 0.82
C -3.03 4.36 1.75
C -1.68 4.53 2.04
C -0.74 3.75 1.39
H 1.00 7.74 -2.58
H -1.17 6.55 -2.44
H -1.25 4.21 -1.70
H 2.99 4.20 -1.21
H 3.09 6.55 -1.97
H 1.80 2.11 -1.18
H -2.81 1.89 -0.54
H -4.47 3.26 0.59
H -3.78 4.96 2.26
H -1.37 5.27 2.77
H 0.31 3.88 1.61
Br -3.35 -4.40 2.72
C -1.94 -5.02 1.59
C -2.15 -6.25 0.98
C -1.20 -6.76 0.12
C -0.05 -6.03 -0.14
C 0.12 -4.79 0.45
C -0.81 -4.26 1.34
C -0.49 -2.92 2.01
O -0.60 -2.91 3.25
O -0.07 -2.02 1.25
H -3.07 -6.80 1.18
H -1.36 -7.73 -0.35
H 0.70 -6.41 -0.83
H 0.99 -4.19 0.22